{
  "formula": "C45H125N7O14",
  "method": "ωB97M-V/def2-TZVPD",
  "symbols": ["C", "C", "C", "O", "H", "H", "H", "H", "H", "H", "H", "H", "C", "C", "C", "O", "H", "H", "H", "H", "H", "H", "H", "H", "C", "C", "C", "O", "H", "H", "H", "H", "H", "H", "H", "H", "C", "C", "C", "O", "C", "N", "H", "H", "H", "H", "H", "H", "H", "H", "H", "H", "H", "C", "C", "C", "O", "C", "N", "H", "H", "H", "H", "H", "H", "H", "H", "H", "H", "H", "C", "C", "C", "O", "C", "N", "H", "H", "H", "H", "H", "H", "H", "H", "H", "H", "H", "C", "C", "C", "O", "C", "N", "H", "H", "H", "H", "H", "H", "H", "H", "H", "H", "H", "C", "C", "C", "O", "C", "N", "H", "H", "H", "H", "H", "H", "H", "H", "H", "H", "H", "C", "C", "C", "O", "C", "N", "H", "H", "H", "H", "H", "H", "H", "H", "H", "H", "H", "C", "C", "C", "O", "C", "N", "H", "H", "H", "H", "H", "H", "H", "H", "H", "H", "H", "C", "C", "O", "H", "H", "H", "H", "H", "H", "C", "C", "O", "H", "H", "H", "H", "H", "H", "C", "C", "O", "H", "H", "H", "H", "H", "H", "C", "C", "O", "H", "H", "H", "H", "H", "H"],
  "coordinates": [[-1.33092, 0.28992, -5.25469], [-2.24758, -0.40617, -4.23071], [-1.65958, -1.66292, -3.53269], [-2.35064, 0.54329, -3.19934], [-0.38772, 0.74269, -4.94893], [-1.92155, 1.08095, -5.71677], [-1.13223, -0.36797, -6.10075], [-3.21575, -0.42249, -4.73120], [-1.58026, -2.41553, -4.31716], [-2.42486, -2.08976, -2.88442], [-0.70561, -1.58791, -3.01075], [-3.06743, 0.24511, -2.63463], [3.39666, -0.88007, 3.65717], [3.57001, 0.59215, 3.91168], [4.96092, 0.81372, 4.56090], [3.45277, 1.28405, 2.70682], [3.62926, -1.39735, 4.58799], [3.98691, -1.36708, 2.88095], [2.34099, -0.98507, 3.40689], [2.90065, 0.95968, 4.68948], [4.99214, 0.30602, 5.52494], [5.08761, 1.88864, 4.68970], [5.88258, 0.54092, 4.04689], [3.09333, 2.15070, 2.91009], [3.44510, -4.12567, -0.49116], [4.10831, -5.46875, -0.03294], [5.58313, -5.26630, 0.30687], [3.52741, -5.94235, 1.16005], [3.45736, -3.34107, 0.26538], [2.38805, -4.25235, -0.72506], [3.92118, -3.80333, -1.41720], [4.07205, -6.25601, -0.78592], [6.27869, -5.03853, -0.50086], [6.05490, -6.03805, 0.91508], [5.63522, -4.36822, 0.92238], [4.02401, -6.72808, 1.40011], [1.83305, -2.50719, -4.98169], [2.81376, -1.39258, -4.68556], [4.24168, -1.83826, -4.67119], [4.53840, -2.66188, -3.52233], [5.78429, -3.38339, -3.69158], [2.54641, -0.27080, -5.59131], [2.06847, -2.95855, -5.94552], [0.81100, -2.16844, -5.15128], [1.86618, -3.23027, -4.16672], [2.59061, -1.01407, -3.68804], [4.96474, -1.02491, -4.61008], [4.58148, -2.33911, -5.57772], [6.01627, -3.99617, -2.82049], [6.61146, -2.68568, -3.82235], [5.79026, -4.05009, -4.55388], [2.82772, -0.59918, -6.50407], [1.53876, -0.33963, -5.59048], [-2.22319, -0.44292, 1.24783], [-1.30393, 0.60751, 0.73243], [0.15636, 0.15817, 0.41390], [0.11493, -0.96950, -0.49429], [1.31523, -1.10487, -1.22106], [-1.89047, 1.27090, -0.40727], [-3.22097, -0.02322, 1.37583], [-1.90710, -0.81301, 2.22314], [-2.26286, -1.25574, 0.52268], [-1.24004, 1.32974, 1.54631], [0.77607, -0.18549, 1.24213], [0.65787, 0.97306, -0.10817], [1.69797, -0.18813, -1.66962], [1.20012, -1.95538, -1.89299], [2.06970, -1.42295, -0.50154], [-1.81093, 0.54375, -1.10371], [-1.22114, 1.97327, -0.68795], [0.62113, 3.62743, 1.81953], [1.04333, 3.68350, 3.32088], [0.43806, 2.56811, 4.20231], [-0.99970, 2.82922, 4.32606], [-1.59328, 1.93142, 5.27549], [2.47665, 3.78541, 3.43318], [1.14431, 4.28943, 1.12950], [-0.45578, 3.77391, 1.73652], [0.83063, 2.65302, 1.37824], [0.69733, 4.67585, 3.61007], [0.86736, 2.43804, 5.19573], [0.63588, 1.62625, 3.69059], [-1.65239, 0.90615, 4.91021], [-2.62004, 2.29450, 5.32069], [-1.17271, 1.89683, 6.28048], [2.82022, 4.60737, 2.95731], [2.70603, 3.85481, 4.41433], [-5.39392, 1.44903, -2.30123], [-5.57968, -0.03883, -1.82871], [-6.26220, -0.98345, -2.83190], [-7.46094, -0.34374, -3.42551], [-8.55512, -0.34235, -2.51566], [-4.25852, -0.57137, -1.61921], [-6.31210, 2.00597, -2.48791], [-4.88661, 1.48376, -3.26535], [-4.70104, 2.06214, -1.72493], [-6.12860, 0.04689, -0.89093], [-6.45365, -2.00861, -2.51485], [-5.58576, -1.09236, -3.67964], [-8.31773, -0.06184, -1.48948], [-8.92910, -1.36485, -2.46343], [-9.42337, 0.22805, -2.84564], [-3.83404, -0.07994, -0.84564], [-4.34905, -1.51955, -1.28328], [-1.97495, 4.55455, -1.44036], [-0.96608, 4.24343, -2.58006], [0.36705, 5.00276, -2.48482], [1.24364, 4.64873, -3.58485], [2.38289, 5.49457, -3.56578], [-0.60096, 2.87276, -2.54517], [-2.13355, 5.63294, -1.43726], [-1.60179, 4.35710, -0.43544], [-2.95935, 4.08884, -1.48670], [-1.45933, 4.34384, -3.54688], [0.78316, 4.92370, -1.48048], [0.16393, 6.07347, -2.46424], [3.06132, 5.39513, -4.41309], [2.98511, 5.33366, -2.67161], [2.08006, 6.54152, -3.58223], [-1.31339, 2.20627, -2.80659], [0.15799, 2.75760, -3.20153], [-5.08265, -1.26745, 8.27483], [-6.04715, -0.77241, 7.18263], [-5.92006, -1.46793, 5.85194], [-4.61589, -1.20864, 5.25411], [-4.44841, -1.85380, 4.03411], [-7.33255, -0.79528, 7.82587], [-4.12855, -0.74979, 8.17567], [-5.00602, -2.35334, 8.21950], [-5.42147, -1.08854, 9.29527], [-5.73095, 0.26744, 7.10011], [-6.71504, -1.12262, 5.19099], [-6.14333, -2.52848, 5.96808], [-3.38415, -1.70817, 3.84906], [-5.07489, -1.43780, 3.24508], [-4.69062, -2.91487, 4.09374], [-7.58401, -1.70758, 8.17883], [-8.06408, -0.76160, 7.13029], [6.07070, 3.42577, -3.79238], [5.23161, 2.16622, -3.53648], [4.11091, 2.32064, -2.50388], [4.53243, 2.90979, -1.25841], [3.48607, 3.18681, -0.33357], [4.77970, 1.73227, -4.85589], [6.62977, 3.75415, -2.91618], [5.40274, 4.27797, -3.91763], [6.81349, 3.29270, -4.57892], [5.94282, 1.40617, -3.21307], [3.72794, 1.32535, -2.27841], [3.38205, 2.98830, -2.96334], [2.91278, 4.01489, -0.75038], [3.79763, 3.48385, 0.66782], [2.81465, 2.33934, -0.19541], [4.05455, 1.02924, -4.85752], [4.29665, 2.50519, -5.29104], [-3.16703, -4.71334, 0.87186], [-3.35479, -3.90546, -0.41517], [-4.47917, -3.08928, -0.48031], [-2.32944, -5.40752, 0.80366], [-4.00514, -5.38196, 1.06838], [-3.00538, -4.02630, 1.70249], [-3.42359, -4.62654, -1.22966], [-2.47477, -3.26622, -0.48613], [-5.19945, -3.66100, -0.20475], [-3.79298, 2.97771, 2.48074], [-4.64063, 3.36906, 1.24017], [-5.58593, 4.32946, 1.55154], [-4.31503, 2.39243, 3.23771], [-3.54460, 3.87377, 3.04948], [-2.86640, 2.48754, 2.18196], [-5.13817, 2.44385, 0.94941], [-3.96143, 3.79451, 0.50141], [-5.76163, 4.84548, 0.76130], [6.33532, -0.72690, -1.13902], [5.41436, -0.79486, 0.05385], [5.85289, 0.12114, 1.00868], [5.92898, -1.40765, -1.88706], [7.33114, -1.08719, -0.88085], [6.38240, 0.23708, -1.64559], [5.40761, -1.75058, 0.57792], [4.37803, -0.62701, -0.23931], [5.12798, 0.45277, 1.54360], [0.44552, -3.39611, 2.06326], [0.74092, -4.54157, 2.97790], [1.02751, -5.74629, 2.28047], [-0.44955, -3.54724, 1.45984], [1.24494, -3.19917, 1.34894], [0.24725, -2.51488, 2.67336], [-0.11294, -4.63952, 3.64830], [1.63456, -4.32697, 3.56393], [1.84337, -5.67193, 1.78002]],
  "mulliken_charge": [-1.728, 1.161, -0.715, 0.124, 0.049, 0.499, 0.534, 0.124, 0.630, 0.126, -0.323, -0.591, -1.020, 1.261, -1.755, -0.005, 0.457, 0.117, 0.062, 0.136, 0.412, 0.423, 0.283, -0.274, -0.025, 0.447, -1.338, -0.544, -0.260, 0.414, -0.160, 0.230, 0.246, 0.428, 0.274, 0.305, -1.554, 2.540, -0.852, -0.063, -0.818, -0.618, 0.422, 0.302, 0.281, -1.562, 0.392, 0.439, 0.048, 0.422, 0.263, 0.241, 0.088, -1.656, 2.606, -0.915, 0.228, -0.885, 0.877, 0.374, 0.452, -0.612, -0.620, 0.423, -0.078, 0.361, 0.208, 0.033, -0.223, -0.664, -0.678, -0.046, -0.411, -0.380, -0.856, -0.561, 0.621, 0.123, -0.502, 0.550, 0.690, -0.009, 0.265, 0.271, 0.421, 0.281, 0.245, -1.542, 0.577, -0.573, -0.419, -0.716, 0.016, 0.457, 0.279, 0.209, 0.474, 0.341, 0.169, 0.279, 0.316, 0.280, -0.471, 0.230, -1.047, 0.577, -0.692, -0.352, -0.809, 0.166, 0.530, -0.073, 0.176, 0.384, -0.001, 0.559, 0.252, 0.294, 0.377, -0.247, 0.196, -1.397, 0.675, -0.729, -0.216, -0.780, -0.755, 0.281, 0.316, 0.447, 0.163, 0.296, 0.299, 0.083, 0.399, 0.408, 0.269, 0.246, -1.565, 0.662, 0.887, -0.546, 0.231, -0.646, 0.337, 0.240, 0.440, -0.088, -0.186, 0.008, -0.046, 0.212, -0.244, 0.076, 0.335, -1.337, 0.232, -0.520, 0.358, 0.476, 0.200, 0.398, -0.186, 0.269, -0.880, 0.739, -0.603, 0.396, 0.532, -0.166, 0.016, -0.318, 0.352, -1.212, 1.241, -0.702, 0.118, 0.450, 0.108, 0.205, -0.533, 0.182, 0.736, -0.562, -0.579, -0.330, -0.279, 0.041, 0.369, 0.247, 0.329],
  "homo_energy_ev": -8.59,
  "fmax_ev_per_a": 2.967,
  "gap_ev": 9.0,
  "e_above_lowest_ev": 2.673,
  "total_charge": 0,
  "total_energy_ha": -3225.89535
}